DFT (wB97M-V/def2-TZVPD) results for a 7-piece molecular cluster, C37H34F4N6O3 overall.

For the HOMO energy, the calculation gives -9.04 eV. The HOMO-LUMO gap comes out at 8.191 eV. The calculation puts the LUMO energy at -0.0314 Eh. For the total energy, the calculation gives -2383.981074 hartree. Its net charge is 0.

Last column: Mulliken charge in e.
Cartesian coordinates (Å):
O 7.429 -1.097 -0.248  -0.471
C 6.554 -0.380 0.089  0.300
O 6.725 0.959 0.388  -0.299
C 5.616 1.364 1.121  -0.288
O 5.612 2.377 1.732  -0.493
C 4.539 0.337 1.021  0.289
C 3.178 0.580 1.576  -0.157
C 2.113 -0.381 1.034  -0.371
C 0.735 0.202 1.096  0.605
F -0.179 -0.763 0.897  -0.166
F 0.455 0.807 2.257  -0.312
F 0.533 1.108 0.131  -0.259
C 5.119 -0.673 0.378  0.946
F 4.623 -1.836 0.010  -0.307
H 3.236 0.502 2.669  0.337
H 2.901 1.624 1.382  0.238
H 2.278 -0.583 -0.027  0.018
H 2.109 -1.325 1.586  0.407
C -2.023 -4.751 -0.653  -0.525
C -3.138 -5.306 -0.046  -0.445
C -3.852 -4.535 0.859  -0.426
N -3.526 -3.284 1.176  -0.531
C -2.460 -2.755 0.577  -0.916
C -1.676 -3.447 -0.338  -0.076
H -1.427 -5.329 -1.349  0.449
H -3.442 -6.322 -0.260  0.536
H -4.722 -4.943 1.363  0.426
H -2.215 -1.740 0.866  0.800
H -0.804 -2.977 -0.775  0.719
C 2.785 5.401 1.108  -0.405
C 1.942 6.474 1.353  -0.300
C 2.295 7.373 2.348  -0.309
N 3.398 7.264 3.085  -0.567
C 4.196 6.228 2.838  -0.301
C 3.940 5.272 1.865  -0.122
H 2.541 4.679 0.339  0.470
H 1.032 6.609 0.784  0.443
H 1.660 8.226 2.566  0.388
H 5.088 6.158 3.451  0.377
H 4.619 4.445 1.711  0.343
C -1.020 -8.702 2.337  -0.509
C -1.484 -7.406 2.183  -0.077
C -0.661 -6.355 2.562  -0.256
N 0.559 -6.523 3.067  -0.546
C 0.993 -7.774 3.210  -0.263
C 0.248 -8.891 2.863  -0.289
H -1.633 -9.548 2.052  0.375
H -2.467 -7.205 1.784  0.378
H -0.998 -5.329 2.451  0.464
H 1.989 -7.886 3.626  0.356
H 0.657 -9.883 3.003  0.364
C -3.459 8.393 1.072  -0.158
C -3.432 7.962 -0.244  -0.387
C -2.503 6.998 -0.606  -0.215
N -1.632 6.461 0.245  -0.446
C -1.670 6.883 1.507  -0.118
C -2.558 7.843 1.969  -0.609
H -4.169 9.146 1.392  0.370
H -4.115 8.364 -0.981  0.347
H -2.453 6.638 -1.628  0.360
H -0.950 6.429 2.179  0.518
H -2.539 8.148 3.007  0.350
C 0.477 -2.405 -4.631  -0.829
C -0.374 -1.411 -4.176  0.041
C 0.035 -0.630 -3.106  -0.239
N 1.205 -0.788 -2.486  -0.299
C 2.011 -1.752 -2.929  -0.224
C 1.698 -2.580 -3.996  -0.459
H 0.195 -3.034 -5.466  0.439
H -1.338 -1.237 -4.633  0.346
H -0.607 0.158 -2.726  0.542
H 2.954 -1.870 -2.404  0.254
H 2.393 -3.344 -4.315  0.413
C -5.004 -0.305 -2.808  -0.383
C -4.075 -1.184 -2.275  -0.494
C -2.825 -1.258 -2.870  0.284
N -2.464 -0.535 -3.929  -0.195
C -3.368 0.304 -4.431  -0.383
C -4.644 0.456 -3.909  -0.610
H -5.991 -0.214 -2.372  0.416
H -4.309 -1.797 -1.414  0.373
H -2.069 -1.929 -2.480  0.185
H -3.054 0.883 -5.293  0.395
H -5.335 1.156 -4.358  0.376



DFT (wB97M-V/def2-TZVPD) results for a 3-piece molecular cluster, C37H34NO6 overall.

For the HOMO energy (spin up / spin down), the calculation gives -9.14 / -9.59 eV. The spin multiplicity is 2. The expectation value of S² is 0.75. The HOMO-LUMO gap (spin up / spin down) comes out at 8.027 / 8.484 eV. The calculation puts the LUMO energy (spin up / spin down) at -0.0408 / -0.0408 Eh. For the total energy, the calculation gives -1936.343996 hartree. Its net charge is 0.

Last column: Löwdin spin population.
Cartesian coordinates (Å):
C 2.645 -1.243 1.412  0.007
C 1.959 -0.235 0.280  0.022
C 3.086 -0.149 -0.953  0.000
C 1.927 1.257 0.957  0.014
C 1.050 2.222 -0.048  0.000
O 1.016 3.632 0.462  0.001
C -0.515 1.651 0.039  0.019
C -0.552 0.020 0.295  0.023
C -1.874 -0.527 -0.573  -0.001
C -0.906 -0.380 1.879  0.000
N 0.638 -0.730 -0.260  0.347
O 0.618 -0.834 -1.600  0.561
H 1.848 -1.896 1.969  0.001
H 3.321 -0.638 2.186  0.000
H 3.335 -1.987 0.805  0.000
H 3.240 -1.248 -1.324  0.000
H 2.780 0.614 -1.794  0.002
H 4.105 0.271 -0.498  0.000
H 1.587 1.277 2.077  0.000
H 3.041 1.681 0.937  0.002
H 1.461 2.272 -1.146  0.001
H 0.430 4.193 -0.129  0.000
H -0.961 2.149 1.023  0.001
H -1.177 2.016 -0.854  0.002
H -2.817 -0.110 -0.001  0.000
H -1.884 -1.691 -0.703  0.000
H -1.856 0.031 -1.619  0.000
H -1.654 0.425 2.305  0.000
H -1.533 -1.393 1.823  0.000
H 0.049 -0.550 2.533  0.000
C 4.429 -7.884 -7.526  0.000
C 3.395 -8.288 -6.682  0.000
C 2.749 -7.352 -5.872  0.000
C 3.147 -6.010 -5.896  0.000
C 4.197 -5.611 -6.722  0.000
C 4.832 -6.548 -7.548  0.000
C 4.659 -4.208 -6.720  0.000
O 5.579 -3.856 -7.448  0.000
C 4.001 -3.237 -5.822  0.000
C 4.466 -1.917 -5.767  0.000
C 3.841 -0.990 -4.931  0.000
C 2.748 -1.374 -4.156  0.000
C 2.286 -2.691 -4.204  0.000
C 2.920 -3.626 -5.032  0.000
C 2.447 -5.024 -5.049  0.000
O 1.489 -5.365 -4.365  0.000
H 4.926 -8.611 -8.164  0.000
H 3.088 -9.331 -6.656  0.000
H 1.939 -7.674 -5.219  0.000
H 5.644 -6.242 -8.205  0.000
H 5.317 -1.608 -6.371  0.000
H 4.207 0.034 -4.886  0.000
H 2.256 -0.650 -3.509  0.000
H 1.435 -2.985 -3.592  0.000
C -1.508 3.937 3.213  0.000
C -1.205 5.104 3.915  0.000
C -2.073 5.567 4.906  0.000
C -3.253 4.868 5.187  0.000
C -3.568 3.716 4.468  0.000
C -2.687 3.243 3.486  0.000
C -4.834 2.999 4.722  0.000
O -5.109 1.984 4.093  0.000
C -5.767 3.526 5.737  0.000
C -6.997 2.889 5.947  0.000
C -7.879 3.373 6.915  0.000
C -7.533 4.486 7.681  0.000
C -6.311 5.126 7.470  0.000
C -5.430 4.651 6.489  0.000
C -4.156 5.356 6.249  0.000
O -3.853 6.337 6.918  0.000
H -0.828 3.571 2.447  0.000
H -0.293 5.652 3.694  0.000
H -1.827 6.475 5.454  0.000
H -2.920 2.336 2.930  0.000
H -7.273 2.017 5.356  0.000
H -8.836 2.880 7.073  0.000
H -8.217 4.859 8.440  0.000
H -6.049 5.998 8.068  0.000



DFT (wB97M-V/def2-TZVPD) results for C37H35BNP2Sc as an isolated structure.

For the HOMO energy, the calculation gives -14.61 eV. The HOMO-LUMO gap comes out at 6.838 eV. The calculation puts the LUMO energy at -0.2857 Eh. For the total energy, the calculation gives -2953.265677 hartree. Its net charge is +2.

Last column: Mulliken charge in e.
Cartesian coordinates (Å):
C 0.741 -0.948 -2.272  0.013
C -0.291 -1.364 -1.418  0.744
C -1.583 -1.517 -1.941  -0.644
C -1.831 -1.276 -3.290  -0.852
C -0.794 -0.880 -4.136  -0.567
C 0.492 -0.713 -3.622  -1.037
P 0.016 -1.626 0.369  2.444
C -1.263 -2.873 0.790  0.373
C -2.352 -2.486 1.578  -0.250
C -3.367 -3.397 1.869  -0.913
C -3.295 -4.703 1.383  -0.580
C -2.204 -5.097 0.605  -0.780
C -1.192 -4.187 0.308  -0.235
Sc 0.000 0.000 1.770  -0.698
P 0.012 1.569 0.268  1.229
C -1.326 1.706 -0.971  1.154
C -1.155 2.087 -2.305  -0.938
C -2.259 2.176 -3.155  -0.682
C -3.538 1.889 -2.681  -0.648
C -3.714 1.490 -1.354  -0.924
C -2.614 1.391 -0.507  -0.470
C -0.243 3.046 1.324  1.118
C 0.607 3.165 2.438  -0.507
C 0.443 4.212 3.341  -0.912
C -0.565 5.156 3.139  -0.519
C -1.408 5.048 2.031  -0.707
C -1.253 3.996 1.128  -0.354
C 1.578 1.988 -0.587  0.941
C 2.659 1.109 -0.447  -0.604
C 3.893 1.409 -1.025  -0.553
C 4.057 2.597 -1.738  -0.685
C 2.992 3.493 -1.857  -0.770
C 1.760 3.195 -1.278  -0.293
C 1.589 -2.575 0.380  0.645
C 2.009 -3.361 -0.704  -0.258
C 3.199 -4.085 -0.630  -0.891
C 3.978 -4.035 0.526  -0.643
C 3.562 -3.261 1.610  -0.827
C 2.376 -2.532 1.539  -0.696
H 1.397 2.431 2.590  0.427
H 1.101 4.290 4.203  0.448
H -0.694 5.973 3.842  0.435
H -2.192 5.783 1.871  0.451
H -1.917 3.912 0.273  0.382
H -0.163 2.297 -2.687  0.552
H -2.114 2.463 -4.193  0.500
H -4.394 1.961 -3.346  0.440
H -4.706 1.249 -0.983  0.461
H -2.732 1.057 0.522  0.405
H 2.521 0.202 0.137  0.136
H 4.725 0.720 -0.911  0.488
H 5.017 2.834 -2.188  0.444
H 3.126 4.430 -2.391  0.457
H 0.944 3.910 -1.345  0.526
H 1.412 -3.402 -1.611  0.515
H 3.516 -4.687 -1.478  0.454
H 4.907 -4.597 0.580  0.445
H 4.162 -3.222 2.515  0.467
H 2.044 -1.929 2.381  0.547
H -2.377 -1.473 1.973  0.207
H -4.206 -3.090 2.488  0.436
H -4.080 -5.416 1.617  0.425
H -2.138 -6.117 0.236  0.461
H -0.343 -4.502 -0.291  0.419
H -2.392 -1.832 -1.290  0.452
H -2.838 -1.394 -3.680  0.487
H -0.990 -0.697 -5.189  0.231
H 1.305 -0.399 -4.271  0.481
H 1.745 -0.822 -1.885  0.689
H -0.054 0.131 -7.265  0.006
H 0.688 0.129 -7.215  0.016
B 0.000 0.000 6.631  0.101
C 0.000 0.000 5.031  0.314
N 0.000 0.000 3.770  -0.804
H 0.973 -0.561 7.028  -0.037
H -0.973 -0.561 7.028  -0.037
H 0.000 1.123 7.027  -0.050